1.
{"formula": "C38H56N5O9P2RuSSeSi", "method": "ωB97M-V/def2-TZVPD", "species": ["Ru", "Se", "S", "P", "P", "Si", "O", "O", "O", "O", "O", "O", "O", "O", "O", "N", "N", "N", "N", "N", "C", "C", "C", "C", "C", "C", "C", "C", "C", "C", "C", "C", "C", "C", "C", "C", "C", "C", "C", "C", "C", "C", "C", "C", "C", "C", "C", "C", "C", "C", "C", "C", "C", "C", "C", "C", "C", "C", "H", "H", "H", "H", "H", "H", "H", "H", "H", "H", "H", "H", "H", "H", "H", "H", "H", "H", "H", "H", "H", "H", "H", "H", "H", "H", "H", "H", "H", "H", "H", "H", "H", "H", "H", "H", "H", "H", "H", "H", "H", "H", "H", "H", "H", "H", "H", "H", "H", "H", "H", "H", "H", "H", "H", "H"], "positions_angstrom": [[0.5658, -0.3702, -0.7184], [0.3056, -1.1871, 3.1161], [2.7936, 0.9128, -0.1509], [-0.9521, 0.9649, -3.7743], [1.1844, -1.2394, -4.2575], [-1.0705, 2.4064, 0.9087], [1.5689, -0.7716, -2.8942], [-2.0527, 1.5736, -4.6064], [0.1575, 3.1812, -4.2438], [-1.2457, 0.0636, -2.6367], [0.0840, -2.4426, -4.1592], [-0.5240, 1.1012, 0.1774], [0.0494, 2.1568, -3.2350], [-0.9545, 4.0257, -4.1293], [2.1733, -1.5627, -5.3138], [3.1192, -1.0792, 1.5835], [-1.0532, -0.7337, -5.7324], [3.9027, 1.0005, 2.2412], [1.0288, -2.3227, -0.4329], [-4.2240, -1.4776, 4.4493], [0.2260, 2.4981, 3.4256], [3.4615, -3.7907, -1.3322], [-2.2645, -2.3492, -0.8805], [0.5971, -5.6274, -2.9822], [-0.3832, -4.0478, -1.4009], [-3.8517, -1.1527, 3.2062], [-0.4899, -5.1039, -2.3019], [3.9950, -2.3888, -1.6029], [-1.6255, -3.7055, -0.5904], [-3.4493, 3.9986, 1.0789], [3.2760, 0.2052, 1.3201], [-2.0987, 2.0404, 3.6429], [3.7216, -1.7889, 2.6966], [-1.8768, -1.6614, 4.9624], [0.0006, 5.0676, 1.3506], [-3.7325, 1.5858, 0.4065], [0.8974, -3.4303, -1.1808], [1.8507, -5.1200, -2.6699], [-2.8356, 2.8258, 0.3093], [-1.3765, -3.8917, 0.9067], [3.5583, 0.9519, 3.6663], [0.7444, 0.8963, -6.0463], [2.0363, -4.0812, -1.7731], [-2.7553, 3.2162, -1.1688], [0.7467, 6.1939, 1.0276], [-3.2166, -1.7233, 5.2938], [1.5317, 5.0901, -0.9527], [-0.0023, 3.9330, 0.5345], [1.5153, 6.2073, -0.1294], [0.0424, 0.0334, -5.0112], [0.7816, 3.9692, -0.6203], [-1.4858, -1.3120, 3.6610], [-1.0149, 2.3082, 2.8068], [-0.7213, 2.1662, 5.6078], [0.3759, 2.4379, 4.8017], [3.6074, -4.1909, 0.1415], [-2.5422, -1.0555, 2.7749], [-1.9610, 1.9632, 5.0233], [2.4718, -1.5923, 0.9779], [4.7088, -1.3715, 2.8987], [-4.4613, 4.1999, 0.7012], [-0.6629, -3.1562, 1.2838], [-2.1076, 4.0787, -1.3386], [0.8083, 3.1004, -1.2655], [-3.2037, -2.2591, -0.3264], [-3.8966, 1.2572, 1.4350], [-1.1219, -1.8714, 5.7102], [0.4781, -6.4276, -3.7018], [-2.8603, 4.9092, 0.9377], [3.4896, -5.2709, 0.2590], [-1.4758, -5.5329, -2.4569], [0.0559, 1.6138, -6.4981], [-3.2908, 0.7524, -0.1453], [3.9705, -2.1604, -2.6683], [1.5474, 1.4542, -5.5684], [-4.7154, 1.8011, -0.0346], [3.0974, -1.7504, 3.5899], [-2.8213, 1.7172, 5.6348], [-4.6594, -0.9494, 2.5063], [1.3543, 2.5753, 5.2490], [1.2067, 0.2540, -6.7992], [1.0985, 2.6883, 2.8070], [4.0876, -4.4809, -1.9096], [4.3192, 0.4388, 4.2561], [3.8373, -2.8295, 2.4046], [-3.7585, 3.4646, -1.5425], [-2.3065, -3.7692, 1.4675], [-1.2814, -1.5431, -5.1352], [-2.3643, -4.4573, -0.8947], [2.1286, 5.0857, -1.8572], [-3.5049, -1.9878, 6.3094], [-0.5833, 5.0678, 2.2656], [-3.5234, 3.8133, 2.1519], [0.7322, 7.0591, 1.6816], [-1.8482, -0.0917, -5.8576], [-3.0784, 1.8583, 3.2206], [-2.3813, 2.3880, -1.7672], [2.5882, 0.4715, 3.8198], [2.8306, -3.7145, 0.7417], [3.4119, -1.6175, -1.1064], [3.9864, 1.9350, 1.8743], [-0.7032, -1.0835, -6.6229], [-0.6056, 2.0934, 6.6833], [-1.6650, 3.4130, -4.4403], [2.7332, -5.5531, -3.1314], [-2.4708, -2.2135, -1.9435], [3.4797, 1.9781, 4.0250], [0.0074, -2.8450, -3.2736], [-0.9774, -4.8892, 1.1080], [-1.6335, -1.5188, -0.5626], [2.1011, 7.0836, -0.3849], [-2.3230, -0.7632, 1.7545], [4.5866, -3.9014, 0.5347], [5.0296, -2.3176, -1.2495]], "relative_energy_kcal_mol": 1.7, "max_force_ev_per_a": 0.55, "total_energy_ha": -6299.416645, "mol_weight_g_mol": 1029.023, "charge": -2, "s2": 8.769, "homo_ha": [-0.059, -0.058], "e_lumo_ev": [4.03, 4.02], "multiplicity": 6}

***

2.
{"formula": "C25H32F4N3O6PS2Ti", "method": "ωB97M-V/def2-TZVPD", "species": ["Ti", "S", "S", "P", "F", "F", "F", "F", "O", "O", "O", "O", "O", "O", "N", "N", "N", "C", "C", "C", "C", "C", "C", "C", "C", "C", "C", "C", "C", "C", "C", "C", "C", "C", "C", "C", "C", "C", "C", "C", "C", "C", "H", "H", "H", "H", "H", "H", "H", "H", "H", "H", "H", "H", "H", "H", "H", "H", "H", "H", "H", "H", "H", "H", "H", "H", "H", "H", "H", "H", "H", "H", "H", "H"], "positions_angstrom": [[0.2591, -0.5009, -0.5184], [-0.5757, -2.3371, -2.4221], [-2.9978, -3.7010, -0.4771], [-1.8182, -3.9376, -2.0236], [4.1052, 2.1093, -1.0746], [-0.7872, 4.5242, -1.0939], [-0.5443, 1.9701, -0.0833], [3.8327, 4.5942, -1.9663], [-1.2825, 0.8258, -3.8508], [-0.9205, -5.2315, -1.7375], [-2.5105, -4.4023, -3.3972], [-0.2757, -0.8604, 1.1935], [-1.8711, -1.1232, 2.7405], [0.0565, 0.3375, -2.1256], [-1.7081, -0.2739, -0.6005], [1.7318, 0.6832, -0.0799], [1.7618, -1.9319, -0.2112], [-2.4416, -0.5862, 0.4526], [-3.4597, -3.7618, -4.2423], [2.1380, -4.3683, 0.5085], [-2.2314, 0.1019, -1.7544], [2.5886, -1.3314, 0.8484], [1.7648, 1.9435, -0.5513], [1.1807, -3.2092, 0.2460], [-4.4042, -0.2554, -0.8383], [-1.0962, 0.4598, -2.7176], [1.5287, 4.6260, -1.5223], [3.9340, -2.4340, -1.5087], [-0.9831, -7.1439, -3.2531], [-3.8299, -0.5889, 0.3824], [2.4692, -1.9949, -1.5175], [0.4136, 3.9318, -1.0736], [2.9534, 0.0859, 0.4193], [2.7448, 3.9675, -1.5015], [2.8770, 2.6727, -1.0309], [0.6252, -5.2577, -3.6495], [-1.5076, -0.8993, 1.6150], [0.5430, 2.6490, -0.5935], [-4.6139, -3.1459, -3.4662], [-2.7936, -2.7458, -5.1623], [-3.6087, 0.1250, -1.9196], [-0.1348, -6.0564, -2.6042], [3.7449, 0.0672, -0.3416], [-0.0737, -4.7611, -4.3170], [2.3962, -1.0012, -1.9916], [-1.9598, -3.2017, -5.6896], [-4.4102, -0.8828, 1.2427], [1.5765, -5.1579, 0.9993], [-5.4781, -0.2922, -0.9532], [1.4568, 5.6369, -1.8789], [4.2734, -2.4916, -2.5394], [3.3360, 0.6601, 1.2780], [4.0559, -3.4109, -1.0578], [4.5783, -1.7307, -0.9909], [-4.2466, -2.3311, -2.8457], [2.9641, -4.0955, 1.1602], [-0.3266, -7.8755, -3.7210], [-5.0768, -3.8894, -2.8214], [1.2439, -4.4959, -3.1814], [0.6324, -2.9922, 1.1688], [0.5698, -6.5297, -1.9057], [-1.5933, -7.6395, -2.5027], [-4.0402, 0.4109, -2.8674], [-1.6391, -6.7216, -4.0091], [2.5311, -4.7724, -0.4192], [1.9818, -1.2830, 1.7609], [-5.3553, -2.7627, -4.1642], [1.2575, -5.9255, -4.2293], [-2.4239, -1.8968, -4.5927], [-3.5163, -2.3954, -5.8950], [0.4586, -3.5384, -0.5057], [3.4841, -1.9328, 1.0499], [1.9063, -2.6824, -2.1532], [-3.8361, -4.6011, -4.8453]], "relative_energy_kcal_mol": 37.3, "max_force_ev_per_a": 2.33, "total_energy_ha": -3974.444305, "mol_weight_g_mol": 689.513, "charge": 0, "homo_ha": -0.292, "e_lumo_ev": -0.94}

***

3.
{"formula": "C27H49CuNP2", "method": "ωB97M-V/def2-TZVPD", "species": ["Cu", "P", "P", "N", "C", "C", "C", "C", "C", "C", "C", "C", "C", "C", "C", "C", "C", "C", "C", "C", "C", "C", "C", "C", "C", "C", "C", "C", "C", "C", "C", "H", "H", "H", "H", "H", "H", "H", "H", "H", "H", "H", "H", "H", "H", "H", "H", "H", "H", "H", "H", "H", "H", "H", "H", "H", "H", "H", "H", "H", "H", "H", "H", "H", "H", "H", "H", "H", "H", "H", "H", "H", "H", "H", "H", "H", "H", "H", "H", "H"], "positions_angstrom": [[0.3227, 0.0847, 0.9193], [0.1915, 2.2707, -4.9627], [0.0358, -1.7641, -5.4096], [-0.7078, 1.3332, 1.7695], [1.2054, -1.5126, 0.3344], [-2.2920, 0.0624, 3.1739], [1.2936, -0.3723, -3.2170], [-2.1227, 0.9956, 1.9710], [-1.8916, 1.3502, -3.4234], [1.2382, 3.6913, 4.6339], [-0.5297, -0.2270, -6.1557], [1.6546, -2.2250, -6.1173], [2.1994, 1.6742, 5.7855], [0.4818, 0.7645, -2.5748], [-1.0315, -3.0823, -6.0394], [0.5797, -1.6735, -3.7155], [-2.5152, 0.0527, -3.3130], [0.4967, 4.3040, 3.6213], [0.3348, 5.7936, 3.5899], [-2.6492, 0.3009, 0.7142], [-2.9366, 2.2513, 2.2318], [1.6846, 3.2324, -4.7463], [-1.0377, 3.2719, -5.8272], [-0.4860, 1.7012, -3.4240], [1.4163, 2.3000, 4.6691], [-0.8483, -1.9488, -3.5229], [-0.0039, 2.1007, 2.6825], [0.5072, 0.9185, -6.1385], [-1.7856, -1.1674, -2.6764], [-0.1198, 3.5152, 2.6581], [0.8200, 1.5211, 3.6809], [1.2070, 1.4298, -2.0844], [-0.7649, -0.4709, -7.2028], [2.2704, -1.2492, 0.4337], [-2.5977, -1.8512, -2.3842], [1.7784, 3.9133, -5.6016], [-1.3462, -0.8985, -1.7043], [1.6190, 3.8260, -3.8233], [1.9811, -0.7047, -2.4161], [-0.9145, -3.9884, -5.4262], [0.9410, -1.8246, -0.6850], [-0.4202, 6.1328, 4.3110], [-2.5792, 2.1594, -3.6533], [1.2229, -2.5449, -3.4900], [-2.1601, -0.6698, 0.5610], [-2.0845, -2.7634, -6.0290], [1.5845, 1.5337, 6.6848], [-3.7273, 0.1285, 0.8268], [1.7118, 4.3028, 5.4080], [-1.4900, 0.0750, -5.7118], [-1.8708, 2.6432, -6.1745], [-3.4445, 0.2017, -2.7303], [-1.1060, -3.0105, -3.5048], [1.9852, 0.0103, -3.9907], [2.3466, -1.3761, -6.1488], [2.0920, -3.0095, -5.4839], [2.5637, 2.5745, -4.7103], [0.5053, 1.3908, -7.1355], [-2.8062, 2.9832, 1.4273], [-0.6988, 3.9754, 1.8552], [-0.5446, 3.7237, -6.7011], [-1.4151, 4.0721, -5.1774], [0.9198, -2.2928, 1.0628], [-0.4369, 2.6648, -2.8666], [1.2753, 6.2940, 3.8457], [0.0232, 6.1222, 2.5965], [2.5836, 0.6922, 5.4959], [-2.6697, 2.7228, 3.1812], [-0.7385, -3.3178, -7.0753], [-3.9982, 1.9907, 2.2857], [-1.6836, -0.8418, 3.0542], [-2.4865, 0.9230, -0.1774], [1.5193, -2.6216, -7.1307], [1.5310, 0.5473, -5.9759], [-1.9843, 0.5547, 4.1047], [-0.0987, 0.3659, -1.7394], [3.0448, 2.3097, 6.0681], [-2.8989, -0.2311, -4.3087], [0.9600, 0.4297, 3.6852], [-3.3471, -0.2226, 3.2637]], "relative_energy_kcal_mol": 76.6, "max_force_ev_per_a": 3.63, "total_energy_ha": -3435.833849, "mol_weight_g_mol": 513.190, "charge": 0, "s2": 0.754, "homo_ha": [-0.192, -0.192], "e_lumo_ev": [-0.59, -0.61], "multiplicity": 2}